C25H32N5 | wB97M-V/def2-TZVPD

Structure (ORCA input):
```
! RIJCOSX wB97M-V def2-TZVPD def2/J DEFGRID3
* xyz 1 1
C -5.4875 -2.2043 3.3801
N -4.9651 -0.8605 3.4103
C -5.8436 0.2710 3.6575
C -4.9152 1.5028 3.5524
C -3.6293 0.9400 3.0758
C -2.4413 1.5725 2.7646
C -1.3167 0.8132 2.4233
C 0.0167 1.5532 2.3452
C 1.2936 0.8287 2.7534
C 1.3358 -0.4578 3.3198
C 2.5457 -1.1054 3.5538
C 3.7196 -0.3596 3.3777
C 3.6867 0.9910 2.9581
C 2.4799 1.5586 2.5921
C 5.0680 1.5391 2.9769
C 5.9613 0.3031 3.2450
N 5.0118 -0.7559 3.5371
C 5.4632 -2.1102 3.7281
N 0.2406 2.1696 1.0506
C 0.5932 1.2914 -0.0727
C 1.2048 2.1087 -1.1865
C 0.2915 3.2189 -1.6552
N -0.2975 3.8700 -0.5018
C -0.9456 5.1637 -0.5525
C -1.3788 5.4131 0.8748
N -0.9590 4.2101 1.5618
C -0.3190 3.3674 0.7303
C -1.4629 -0.5688 2.2034
C -2.6387 -1.2349 2.5563
C -3.7214 -0.4678 3.0116
H -4.6684 -2.9273 3.4663
H -6.1879 -2.3352 4.2170
H -6.0375 -2.4035 2.4451
H -6.6418 0.3114 2.9007
H -6.3324 0.1913 4.6372
H -5.3133 2.2534 2.8617
H -4.8195 1.9832 4.5347
H -2.4052 2.6637 2.8020
H -0.0698 2.3714 3.0769
H 0.4080 -0.9708 3.5464
H 2.5920 -2.1326 3.9156
H 2.4618 2.5674 2.1774
H 5.3508 2.0464 2.0502
H 5.2194 2.2587 3.7934
H 6.6483 0.4537 4.0901
H 6.5763 0.0363 2.3717
H 4.6001 -2.7807 3.8016
H 6.0933 -2.4201 2.8789
H 6.0667 -2.1849 4.6450
H -0.3254 0.7819 -0.4191
H 1.3060 0.5430 0.2822
H 2.1527 2.5505 -0.8516
H 1.4206 1.4505 -2.0338
H 0.8420 3.9748 -2.2260
H -0.5045 2.8313 -2.3111
H -0.2328 5.9158 -0.9050
H -1.7810 5.1416 -1.2596
H -0.8776 6.2850 1.2964
H -2.4584 5.5529 0.9313
H -0.9939 4.0710 2.5643
H -0.6309 -1.1340 1.7826
H -2.7199 -2.3213 2.5215
*
```

As for the SMILES: CN1CCc2cc(C(c3ccc4c(c3)CCN4C)N3CCCN4CC[NH+]=C43)ccc21. The value obtained for the energy relative to the best compared isomer or geometry (same formula, charge and spin) is 0.00 kJ/mol. The HOMO energy comes out at -9.4 eV.